# 1
A 11-piece molecular cluster, C42H116N10O11S overall. Source: the Open Molecules 2025 dataset; level of theory: ωB97M-V with the def2-TZVPD basis set.

Atoms and positions in Å:
1 C 2.8550 -0.4187 -4.0647
2 C 3.3670 -0.5978 -2.6166
3 C 4.8060 -0.1563 -2.5821
4 O 5.5250 -0.8845 -3.5684
5 C 6.7588 -0.3669 -4.0153
6 N 2.5560 0.1873 -1.6900
7 H 3.2352 -1.1836 -4.7905
8 H 3.1399 0.5989 -4.5270
9 H 1.7483 -0.4182 -4.0786
10 H 3.3572 -1.6361 -2.3259
11 H 5.2351 -0.4094 -1.6332
12 H 4.8396 0.9014 -2.9035
13 H 7.5884 -0.5320 -3.3267
14 H 6.6324 0.6957 -4.3211
15 H 7.1220 -0.9564 -4.8415
16 H 1.6939 -0.3687 -1.5629
17 H 2.1896 0.9663 -2.1989
18 C -1.1534 1.3167 -2.2477
19 C -0.7393 2.7779 -2.1656
20 C -0.7571 3.2416 -0.6961
21 O -2.0890 3.1321 -0.2328
22 C -2.2612 3.6514 1.0582
23 N 0.6422 2.9952 -2.7042
24 H -0.4080 0.6948 -1.7375
25 H -1.4029 1.0082 -3.2846
26 H -2.0660 1.2881 -1.7149
27 H -1.5104 3.3737 -2.5969
28 H -0.4549 4.3083 -0.6879
29 H 0.0065 2.5710 -0.2059
30 H -2.0505 4.7865 1.0179
31 H -1.4617 3.2895 1.7080
32 H -3.2809 3.4047 1.4176
33 H 0.8620 3.9786 -2.6279
34 H 0.5270 2.8516 -3.6851
35 C 1.4810 2.4887 5.7993
36 C 0.3379 1.7567 5.1294
37 C -0.2765 2.5329 3.9803
38 O -0.2666 3.9644 4.2261
39 C -1.3703 4.4624 5.0452
40 N 0.6817 0.4588 4.5037
41 H 1.1630 3.3013 6.4501
42 H 2.2358 2.8611 5.0724
43 H 1.9972 1.7560 6.4432
44 H -0.3426 1.5911 6.0103
45 H -1.2484 2.0940 3.7188
46 H 0.4781 2.3432 3.1499
47 H -1.5873 5.4934 4.6460
48 H -1.0525 4.5881 6.0782
49 H -2.2764 3.8651 4.8919
50 H 1.6223 0.3923 4.1115
51 H 0.5642 -0.3377 5.1475
52 C -6.3017 1.4601 -3.4351
53 C -5.5591 2.6239 -2.7175
54 C -6.5782 3.3474 -1.8336
55 O -7.3487 4.2026 -2.6873
56 C -8.2421 5.0539 -2.0116
57 N -4.5186 2.0118 -1.9096
58 H -6.6071 0.6296 -2.7742
59 H -5.6294 0.9259 -4.1261
60 H -7.2623 1.7949 -3.8724
61 H -5.1318 3.2036 -3.5347
62 H -6.0503 3.9273 -1.0262
63 H -7.1560 2.5683 -1.3377
64 H -8.6656 5.6866 -2.7722
65 H -7.8056 5.6961 -1.1987
66 H -9.1000 4.4940 -1.6825
67 H -4.0257 1.2876 -2.4205
68 H -3.8681 2.6730 -1.5596
69 C 4.2527 3.5428 -0.9902
70 C 4.3483 2.8827 0.4110
71 C 3.1016 3.2431 1.2463
72 O 2.9650 4.6457 1.3807
73 C 2.0437 4.9979 2.3633
74 N 4.3272 1.4119 0.3139
75 H 4.8885 2.9413 -1.6293
76 H 4.5027 4.6003 -1.1084
77 H 3.2012 3.4897 -1.3793
78 H 5.2130 3.1996 0.9042
79 H 3.1509 2.7525 2.2043
80 H 2.2118 2.9146 0.7679
81 H 1.8381 6.0694 2.2797
82 H 2.4571 4.7174 3.3349
83 H 1.0487 4.5484 2.2035
84 H 3.5571 1.0680 -0.2945
85 H 5.1695 1.0164 -0.1395
86 C 4.6626 -0.8239 5.5840
87 C 4.9200 -0.6892 4.1151
88 C 4.5927 -2.0581 3.5068
89 O 5.6420 -2.9251 3.8611
90 C 5.4237 -4.1828 3.3676
91 N 4.0801 0.3600 3.4626
92 H 3.6622 -0.7871 5.9396
93 H 5.2174 -0.0368 6.0465
94 H 5.0189 -1.7722 5.9786
95 H 5.9820 -0.3879 3.9327
96 H 4.5923 -1.9252 2.4010
97 H 3.6308 -2.4167 3.8523
98 H 4.7235 -4.7057 4.0534
99 H 6.2863 -4.8116 3.4084
100 H 4.9860 -4.1571 2.3617
101 H 4.2190 1.1916 4.1044
102 H 4.3495 0.5461 2.4952
103 C -6.7673 1.3017 3.1672
104 C -5.2473 1.3649 2.9750
105 C -4.7433 -0.0170 3.2419
106 O -3.2993 -0.0732 3.2279
107 C -2.9865 -1.4410 3.1520
108 N -4.9588 1.8851 1.6343
109 H -7.1609 0.4304 2.6457
110 H -7.1278 2.1871 2.6323
111 H -7.0225 1.3750 4.2254
112 H -4.7817 2.1013 3.7064
113 H -5.2136 -0.7298 2.5356
114 H -5.0445 -0.2364 4.3203
115 H -3.3727 -1.8454 2.2205
116 H -3.4782 -1.9721 3.9708
117 H -1.9389 -1.6894 3.1822
118 H -5.4588 1.3703 0.8741
119 H -3.9960 1.7025 1.4755
120 C -1.5291 -4.2992 -0.4188
121 C -2.9757 -4.4964 0.0880
122 C -3.8721 -3.5270 -0.5457
123 O -3.5443 -2.2278 -0.0710
124 C -3.9779 -1.2187 -0.9264
125 N -3.5677 -5.9407 -0.1313
126 H -1.2721 -3.2229 -0.3798
127 H -1.3896 -4.5961 -1.4405
128 H -0.7261 -4.8074 0.1001
129 H -2.8702 -4.2171 1.1634
130 H -4.9197 -3.8353 -0.3997
131 H -3.7086 -3.6174 -1.6209
132 H -3.5856 -1.2598 -1.9685
133 H -3.7085 -0.3053 -0.4520
134 H -5.0578 -1.3084 -0.9525
135 H -3.3147 -6.4873 0.7055
136 H -3.0312 -6.3346 -0.9002
137 C 0.2535 -3.2601 -4.7493
138 C -0.7023 -2.0475 -4.8432
139 C -1.4562 -2.2081 -6.1331
140 O -0.5857 -2.0981 -7.2103
141 C -1.1646 -1.7776 -8.4823
142 N -1.6902 -1.9383 -3.7806
143 H 0.8661 -3.3062 -5.6525
144 H -0.3159 -4.1725 -4.5610
145 H 0.8948 -3.0730 -3.9421
146 H -0.1184 -1.1129 -4.9543
147 H -2.2980 -1.4476 -6.2889
148 H -1.9524 -3.1696 -6.0323
149 H -1.8877 -0.9590 -8.3300
150 H -1.6942 -2.6616 -8.8999
151 H -0.4432 -1.3177 -9.1864
152 H -1.1644 -1.6563 -2.9909
153 H -2.0573 -2.9126 -3.4920
154 C 2.4668 -4.7772 1.0476
155 C 2.4541 -4.1602 -0.2805
156 C 3.8266 -3.8615 -0.8103
157 O 4.4249 -3.0191 0.1551
158 C 5.8866 -2.9720 0.0892
159 N 1.7489 -4.9627 -1.2272
160 H 3.0979 -5.6156 0.9965
161 H 1.4897 -5.1964 1.3150
162 H 2.7355 -4.0546 1.7672
163 H 2.0335 -3.1366 -0.1786
164 H 3.8273 -3.2750 -1.7390
165 H 4.3382 -4.7773 -0.9615
166 H 6.3243 -2.7535 -0.9046
167 H 6.3839 -3.9331 0.4155
168 H 6.1499 -2.2008 0.8475
169 H 1.7430 -4.4823 -2.0857
170 H 0.7681 -5.1465 -1.0092
171 C -0.7670 0.3587 1.1372
172 S -0.1175 -1.3080 0.8740
173 O 0.2013 -1.3989 -0.5972
174 C 1.5820 -1.0592 1.5837
175 H 0.0528 1.0693 0.9308
176 H -1.2017 0.5801 2.1449
177 H -1.5664 0.4428 0.3929
178 H 1.4745 -1.0566 2.6823
179 H 1.9364 -0.0962 1.2426
180 H 2.2635 -1.8505 1.2525

Cartesian forces (eV/Å) of the 6 atoms listed first:
C -0.05 0.45 -1.25
C -0.05 0.69 -1.47
C 0.55 0.19 -1.33
O 0.04 -0.79 -0.44
C -0.26 0.41 0.20
N -0.79 -1.24 0.13

Summary:
2S+1: 1
Calculated total energy in a.u.: -3442.90388
Orbital gap in eV: 9.389
HOMO level in hartree: -0.32277
Net charge: 0
Max |F| in eV/A: 2.9

Atom charges from the Löwdin analysis, given in e for atoms 1 to 99: -0.04, -0.40, -0.21, -0.21, -0.10, 0.07, 0.09, 0.11, 0.05, 0.10, 0.10, 0.12, 0.08, 0.10, 0.08, 0.05, 0.04, -0.05, -0.40, -0.21, -0.22, -0.09, 0.06, 0.06, 0.09, 0.02, 0.12, 0.14, 0.11, 0.12, 0.06, 0.07, 0.07, 0.06, -0.07, -0.43, -0.21, -0.24, -0.07, 0.04, 0.07, 0.07, 0.08, 0.15, 0.10, 0.13, 0.10, 0.07, 0.08, 0.03, 0.09, -0.07, -0.41, -0.20, -0.19, -0.12, 0.06, 0.07, 0.07, 0.08, 0.13, 0.13, 0.12, 0.08, 0.10, 0.08, 0.06, 0.04, -0.05, -0.37, -0.20, -0.18, -0.12, 0.03, 0.05, 0.07, 0.07, 0.12, 0.10, 0.10, 0.09, 0.09, 0.07, 0.03, 0.07, -0.07, -0.41, -0.22, -0.17, -0.14, 0.04, 0.06, 0.07, 0.08, 0.15, 0.11, 0.13, 0.10, 0.08



# 2
C35H32AsBaBrF3IN7O8SSe as an isolated structure. Source: the Open Molecules 2025 dataset; level of theory: ωB97M-V with the def2-TZVPD basis set.

Atoms and positions in Å:
1 Ba -0.4470 0.1168 -0.5935
2 C 2.7449 -0.2479 2.3133
3 N 1.6438 -0.9774 1.6946
4 C 2.1080 -2.1662 1.0104
5 C 2.6248 -1.8035 -0.3509
6 N 2.4906 -0.6293 -0.9008
7 C 3.0077 -0.7752 -2.1887
8 C 3.0455 0.1346 -3.2380
9 C 3.5746 -0.2940 -4.4401
10 C 4.0548 -1.6012 -4.6032
11 C 4.0165 -2.5193 -3.5692
12 C 3.4810 -2.0769 -2.3669
13 N 3.2621 -2.7037 -1.1519
14 C 2.3174 0.9467 3.0992
15 N 2.4667 2.1862 2.7282
16 C 1.9331 2.9429 3.7633
17 C 1.8137 4.3249 3.8885
18 C 1.2314 4.8198 5.0386
19 C 0.7729 3.9634 6.0518
20 C 0.8876 2.5908 5.9435
21 C 1.4755 2.1021 4.7824
22 N 1.7729 0.8282 4.3486
23 H 3.3318 -0.9045 2.9774
24 H 3.4092 0.1059 1.5250
25 H 0.8982 -1.1912 2.3470
26 H 2.8932 -2.7034 1.5676
27 H 1.2660 -2.8481 0.8930
28 H 2.6425 1.1297 -3.1192
29 H 3.5979 0.3864 -5.2817
30 H 4.4489 -1.9048 -5.5648
31 H 4.3668 -3.5351 -3.7022
32 H 3.2994 -3.6932 -0.9841
33 H 2.1564 4.9782 3.0966
34 H 1.1135 5.8889 5.1600
35 H 0.3112 4.3878 6.9343
36 H 0.5237 1.9306 6.7205
37 H 1.4559 -0.0301 4.7618
38 O -2.6273 -0.1383 -4.8721
39 As -1.6949 -0.6319 -3.4381
40 O -0.3713 0.3260 -3.2390
41 O -2.7091 -0.5216 -2.1398
42 C -1.0784 -2.3524 -4.0373
43 C -1.4765 -2.8171 -5.2892
44 C -0.9114 -3.9563 -5.8401
45 C 0.0809 -4.6308 -5.1391
46 C 0.4817 -4.1794 -3.8962
47 C -0.0969 -3.0460 -3.3180
48 S -0.8438 -3.5704 -0.7387
49 O -0.8997 -2.3688 0.1304
50 O -2.0498 -3.8231 -1.4914
51 O 0.2723 -2.6832 -2.0744
52 H -3.3092 0.4650 -4.5452
53 H -2.2315 -2.2689 -5.8356
54 H -1.2358 -4.3080 -6.8110
55 H 0.5409 -5.5168 -5.5607
56 H 1.2451 -4.6997 -3.3295
57 C -1.9213 -1.1289 4.9882
58 N -2.7599 -1.1744 3.8109
59 C -3.5440 -0.1177 3.3957
60 C -4.0750 -0.4677 2.2112
61 N -3.6171 -1.7358 1.9146
62 C -3.9770 -2.4443 0.6938
63 C -2.8134 -2.1893 2.9077
64 Se -2.0040 -3.8404 3.0765
65 H -2.5336 -1.0299 5.8852
66 H -1.2448 -0.2766 4.9030
67 H -1.3621 -2.0603 5.0349
68 H -3.6235 0.7909 3.9642
69 H -4.6984 0.0814 1.5288
70 H -5.0595 -2.5765 0.6611
71 H -3.4944 -3.4148 0.7007
72 H -3.6475 -1.8755 -0.1757
73 Br 2.7310 4.1606 -3.2645
74 C 0.8703 3.9822 -2.9548
75 C 0.0172 4.1905 -4.0274
76 C -1.3525 4.0817 -3.8551
77 C -1.8720 3.7825 -2.6068
78 C -1.0203 3.5800 -1.5309
79 C 0.3598 3.6657 -1.7011
80 I 1.5294 3.1572 -0.0404
81 H 0.4345 4.4238 -4.9974
82 H -2.0096 4.2272 -4.7026
83 H -2.9406 3.6881 -2.4635
84 H -1.4258 3.3328 -0.5561
85 F -3.2384 3.0414 3.1164
86 C -1.9207 2.7920 3.2729
87 F -1.7572 2.3864 4.5495
88 F -1.2774 3.9672 3.1418
89 C -1.3902 1.7526 2.2414
90 O -1.8590 1.8949 1.0915
91 O -0.5811 0.9162 2.6609

Cartesian forces (eV/Å) of the 6 atoms listed first:
Ba 0.19 0.12 0.45
C 0.02 0.03 0.01
N -0.13 0.04 -0.02
C 0.04 0.00 0.03
C -0.01 0.06 0.11
N -0.21 -0.11 -0.23

Summary:
2S+1: 1
Calculated total energy in a.u.: -10570.74017
Orbital gap in eV: 6.963
HOMO level in hartree: -0.17910
Relative energy (zero: lowest compared OMol25 entry of this formula, charge and spin) in kJ/mol: 0.0
Net charge: -1
Max |F| in eV/A: 1.0

Charges computed using Löwdin, reported in e: 1.75, -0.14, -0.07, -0.16, -0.34, 0.10, -0.22, -0.01, -0.08, -0.10, -0.03, -0.20, 0.17, -0.33, 0.10, -0.25, -0.03, -0.10, -0.10, -0.04, -0.21, 0.17, 0.12, 0.12, 0.11, 0.13, 0.09, 0.07, 0.10, 0.09, 0.10, 0.16, 0.10, 0.10, 0.10, 0.11, 0.16, -0.26, 0.78, -0.63, -0.59, -0.19, -0.09, -0.10, -0.09, -0.03, -0.41, 0.79, -0.71, -0.40, -0.32, 0.03, 0.09, 0.09, 0.10, 0.11, -0.05, -0.12, -0.06, -0.03, -0.11, -0.03, -0.74, 0.54, 0.09, 0.07, 0.03, 0.11, 0.13, 0.10, 0.04, 0.07, 0.71, -0.73, -0.13, -0.08, -0.07, -0.18, -0.73, 1.04, 0.10, 0.10, 0.11, 0.07, 0.12, -0.53, 0.12, 0.14, -0.65, -0.16, -0.01



# 3
C18H25N2O8S4W as an isolated structure. Source: the Open Molecules 2025 dataset; level of theory: ωB97M-V with the def2-TZVPD basis set.

Atoms and positions in Å:
1 W -0.4600 0.1417 -0.1550
2 C -2.0701 0.0245 3.6820
3 C -1.1537 1.2363 3.6423
4 S -1.0603 1.9971 1.9860
5 C 0.5786 2.7603 2.0974
6 C 1.7727 1.7867 2.0241
7 S 1.2337 0.0688 1.7860
8 C 2.8196 -0.7773 1.5604
9 C 2.6815 -2.2286 2.0236
10 S 1.1898 -3.0596 1.3947
11 C 0.2627 -3.3899 2.9179
12 C -0.3157 -2.1924 3.6591
13 S -1.5598 -1.3619 2.6463
14 H -3.0726 0.2848 3.3382
15 H -2.1723 -0.3197 4.7121
16 H -0.1465 0.9730 3.9669
17 H -1.5355 2.0045 4.3154
18 H 0.6143 3.3494 3.0123
19 H 0.6229 3.4595 1.2648
20 H 2.3384 1.7864 2.9558
21 H 2.4376 2.0724 1.2110
22 H 3.5446 -0.2545 2.1866
23 H 3.1566 -0.7008 0.5306
24 H 2.6677 -2.2731 3.1124
25 H 3.5548 -2.7898 1.6917
26 H 0.9003 -3.9568 3.5967
27 H -0.5367 -4.0622 2.6016
28 H 0.4685 -1.4897 3.9448
29 H -0.7980 -2.5527 4.5696
30 O -1.0486 2.6472 -6.5114
31 C -2.0603 2.7987 -5.8093
32 O -3.1840 3.2599 -6.0093
33 C -1.8204 2.2432 -4.4010
34 C -2.5405 1.1583 -3.9056
35 C -2.2030 0.5811 -2.7007
36 N -1.2164 1.0650 -1.9299
37 C -0.5400 2.1443 -2.3875
38 C -0.7987 2.7494 -3.5886
39 C 0.5694 2.5470 -1.5033
40 O 1.3277 3.4535 -1.6089
41 O 0.6754 1.6518 -0.4510
42 H -3.3645 0.7564 -4.4799
43 H -2.7303 -0.2937 -2.3459
44 H -0.1862 3.5768 -3.9216
45 C 0.8037 -2.7232 -3.0957
46 O 0.0921 -1.8487 -2.1820
47 C 0.6663 -0.8997 -1.5131
48 C 2.0756 -0.5676 -1.8816
49 H 1.5643 -3.2741 -2.5463
50 H 1.2368 -2.1441 -3.9081
51 H 0.0436 -3.3959 -3.4749
52 H 2.1189 -0.3334 -2.9502
53 H 2.7204 -1.4366 -1.7200
54 H 2.4562 0.2815 -1.3249
55 O -2.5428 0.0841 0.2209
56 N -2.7215 -1.1771 -0.0313
57 O -3.7510 -1.7302 0.0512
58 O -1.6053 -1.7104 -0.3651

Cartesian forces (eV/Å) of the 6 atoms listed first:
W 0.01 0.17 1.47
C -0.06 0.06 -0.01
C 0.03 -0.06 0.02
S 0.06 0.13 -0.13
C 0.05 0.02 -0.05
C 0.01 0.02 0.06

Summary:
2S+1: 1
Calculated total energy in a.u.: -3071.79120
Orbital gap (spin up / spin down) in eV: 4.729 / 4.730
HOMO level (spin up / spin down) in hartree: -0.36751 / -0.36751
Relative energy (zero: lowest compared OMol25 entry of this formula, charge and spin) in kJ/mol: 79.3
Net charge: +1
Max |F| in eV/A: 1.5

Charges computed using natural (NBO), reported in e: 1.49, -0.55, -0.53, 0.36, -0.54, -0.55, 0.40, -0.53, -0.55, 0.22, -0.53, -0.54, 0.29, 0.26, 0.25, 0.22, 0.25, 0.25, 0.27, 0.24, 0.26, 0.25, 0.23, 0.23, 0.25, 0.24, 0.25, 0.22, 0.25, -0.69, 0.72, -0.67, 0.04, -0.22, 0.05, -0.53, 0.02, -0.15, 0.77, -0.49, -0.77, 0.26, 0.20, 0.27, -0.27, -0.46, 0.31, -0.76, 0.20, 0.21, 0.23, 0.28, 0.26, 0.25, -0.50, 0.74, -0.21, -0.47